Entry from the Open Molecules 2025 dataset: 11 unconnected molecules or ions with the total composition C44H117N7O19 in a non-equilibrium geometry (ωB97M-V/def2-TZVPD).

Calculated values
HOMO level in eV: -8.435
Energy above the lowest of the compared OMol25 structures with the same formula, charge and spin in kJ/mol: 0.0
E in hartree: -3559.10951
Orbital gap in eV: 9.01
Strongest force on any atom in hartree/bohr: 0.063
SMILES: COC[C@H](C)N.COC[C@H](C)N.COC[C@H](C)N.COCCNCCOC.COCCNCCOC.COCCNCCOC.COCCNCCOC.OCCO.OCCO.OCCO.OCCO

Each line ends with the Löwdin charge.
Cartesian coordinates (Å):
1 C -0.277 0.674 1.635  -0.0807
2 O -1.124 0.226 0.573  -0.1987
3 C -0.463 -0.582 -0.370  -0.2172
4 C 0.631 0.165 -1.110  -0.3984
5 C 0.156 1.502 -1.598  -0.0155
6 N 1.165 -0.740 -2.151  0.0787
7 H 0.399 1.516 1.389  0.0659
8 H 0.402 -0.187 1.772  0.0894
9 H -0.804 0.893 2.595  0.0704
10 H -0.085 -1.475 0.093  0.1060
11 H -1.248 -0.806 -1.117  0.1085
12 H 1.460 0.271 -0.411  0.1281
13 H -0.166 2.104 -0.733  0.0733
14 H -0.635 1.351 -2.334  0.0831
15 H 0.939 2.021 -2.089  0.0550
16 H 0.424 -0.747 -2.882  0.0563
17 H 0.985 -1.718 -1.857  0.0654
18 C -2.751 3.961 -2.777  -0.0617
19 O -2.205 3.694 -1.457  -0.2025
20 C -2.957 2.834 -0.660  -0.2196
21 C -4.401 3.351 -0.396  -0.4513
22 C -4.382 4.646 0.356  -0.0606
23 N -5.107 2.259 0.276  0.0430
24 H -3.585 4.642 -2.735  0.0709
25 H -3.060 3.081 -3.333  0.0757
26 H -1.958 4.465 -3.370  0.0923
27 H -3.099 1.784 -0.941  0.1152
28 H -2.350 2.839 0.283  0.1251
29 H -4.978 3.468 -1.304  0.1244
30 H -5.447 4.948 0.521  0.0912
31 H -3.856 5.383 -0.238  0.0693
32 H -3.859 4.596 1.326  0.0760
33 H -4.699 2.107 1.185  0.0461
34 H -6.096 2.493 0.257  0.0727
35 C -0.617 -3.722 3.385  -0.0872
36 O -1.718 -2.821 3.360  -0.2059
37 C -2.453 -2.922 2.144  -0.2063
38 C -3.389 -1.739 2.118  -0.4160
39 C -4.529 -1.949 3.163  -0.0387
40 N -3.983 -1.606 0.774  0.0497
41 H 0.208 -3.264 2.801  0.0839
42 H -0.881 -4.675 2.913  0.0887
43 H -0.297 -3.870 4.425  0.0853
44 H -1.742 -2.913 1.323  0.0964
45 H -3.093 -3.821 2.042  0.1386
46 H -2.792 -0.891 2.407  0.1121
47 H -5.252 -1.102 3.089  0.0820
48 H -4.237 -1.939 4.241  0.0614
49 H -5.101 -2.838 3.055  0.0603
50 H -4.780 -0.952 0.763  0.0692
51 H -3.282 -1.326 0.049  0.0648
52 C 2.874 -1.968 4.568  -0.0716
53 O 2.620 -1.331 5.837  -0.2018
54 C 1.324 -0.890 6.095  -0.2208
55 C 0.852 0.321 5.252  -0.1463
56 N 1.672 1.569 5.506  -0.0480
57 C 1.724 2.559 4.496  -0.2420
58 C 2.814 2.417 3.469  -0.2264
59 O 2.609 1.310 2.619  -0.2249
60 C 3.761 0.930 1.868  -0.0662
61 H 3.952 -2.151 4.461  0.0930
62 H 2.584 -1.266 3.763  0.0697
63 H 2.283 -2.880 4.549  0.0736
64 H 1.426 -0.666 7.175  0.1343
65 H 0.618 -1.730 5.906  0.1133
66 H -0.202 0.567 5.473  0.0972
67 H 1.019 0.147 4.165  0.0946
68 H 1.310 2.022 6.370  0.1228
69 H 1.920 3.546 4.933  0.1334
70 H 0.794 2.551 3.940  0.0959
71 H 3.745 2.183 3.968  0.1164
72 H 2.946 3.399 2.995  0.1129
73 H 3.489 -0.020 1.561  0.0401
74 H 4.581 0.762 2.578  0.0963
75 H 3.992 1.675 1.103  0.0947
76 C 1.295 5.258 -4.621  -0.1300
77 O 1.468 4.716 -3.338  -0.2203
78 C 2.598 5.175 -2.638  -0.2438
79 C 2.567 4.631 -1.245  -0.2491
80 N 1.368 4.870 -0.528  -0.0365
81 C 1.515 4.371 0.821  -0.2100
82 C 0.157 4.312 1.439  -0.2352
83 O 0.195 4.792 2.770  -0.2120
84 C -0.008 6.202 2.753  -0.0879
85 H 2.273 5.147 -5.131  0.0770
86 H 0.954 6.358 -4.605  0.1121
87 H 0.578 4.611 -5.200  0.0969
88 H 2.535 6.266 -2.673  0.1272
89 H 3.530 4.765 -3.019  0.1195
90 H 3.432 5.027 -0.762  0.1204
91 H 2.742 3.543 -1.516  0.1301
92 H 0.509 4.584 -1.017  0.1161
93 H 2.112 5.093 1.380  0.1193
94 H 2.074 3.391 0.900  0.1165
95 H -0.348 3.363 1.588  0.0805
96 H -0.533 4.886 0.815  0.1205
97 H -1.029 6.444 2.407  0.0982
98 H 0.731 6.678 2.139  0.0776
99 H 0.104 6.654 3.725  0.0819
100 C 3.647 -6.626 -2.753  -0.0960
101 O 2.308 -6.262 -2.424  -0.1981
102 C 1.748 -5.899 -3.693  -0.2186
103 C 0.313 -5.456 -3.529  -0.2034
104 N 0.267 -4.184 -2.874  -0.0637
105 C -1.013 -3.878 -2.178  -0.1383
106 C -1.114 -4.737 -0.903  -0.1659
107 O -0.084 -4.288 0.042  -0.2172
108 C 0.817 -5.354 0.389  -0.1038
109 H 4.207 -7.020 -1.910  0.0975
110 H 4.153 -5.784 -3.122  0.0590
111 H 3.592 -7.346 -3.538  0.0775
112 H 1.720 -6.812 -4.323  0.1318
113 H 2.404 -5.142 -4.143  0.1247
114 H -0.153 -6.309 -3.031  0.1192
115 H -0.162 -5.388 -4.539  0.1424
116 H 1.011 -4.110 -2.225  0.0880
117 H -1.829 -4.009 -2.887  0.1180
118 H -1.171 -2.804 -1.834  0.1119
119 H -1.023 -5.768 -1.114  0.0921
120 H -2.081 -4.656 -0.429  0.1110
121 H 1.606 -4.974 1.090  0.0777
122 H 1.293 -5.882 -0.475  0.0825
123 H 0.353 -6.134 1.003  0.0815
124 C 2.509 2.284 -5.625  -0.1547
125 O 3.126 1.065 -5.637  -0.1638
126 C 3.506 0.706 -4.309  -0.2442
127 C 4.319 -0.514 -4.267  -0.2276
128 N 4.418 -0.964 -2.888  -0.0513
129 C 4.598 -2.415 -2.756  -0.2243
130 C 4.564 -2.866 -1.355  -0.2631
131 O 3.328 -2.564 -0.758  -0.1838
132 C 3.397 -2.932 0.619  -0.1055
133 H 1.538 2.131 -5.105  0.1028
134 H 2.343 2.618 -6.635  0.0902
135 H 3.096 3.069 -5.175  0.0684
136 H 2.586 0.482 -3.727  0.1000
137 H 4.038 1.441 -3.761  0.1171
138 H 5.324 -0.517 -4.693  0.1250
139 H 3.713 -1.279 -4.863  0.1230
140 H 3.517 -0.779 -2.454  0.0671
141 H 5.606 -2.701 -3.220  0.1485
142 H 3.835 -2.927 -3.360  0.1051
143 H 5.367 -2.373 -0.798  0.1263
144 H 4.767 -3.952 -1.295  0.1221
145 H 2.392 -2.748 1.034  0.0813
146 H 4.145 -2.342 1.208  0.0994
147 H 3.571 -3.974 0.705  0.0630
148 O -1.775 -0.526 -3.542  -0.1268
149 C -3.092 -1.060 -3.588  -0.2179
150 C -3.829 -0.307 -4.694  -0.1561
151 O -3.167 -0.634 -5.969  -0.1080
152 H -1.243 -1.056 -4.192  0.0465
153 H -2.994 -2.115 -3.751  0.1003
154 H -3.555 -0.910 -2.564  0.1351
155 H -3.573 0.752 -4.527  0.1127
156 H -4.889 -0.530 -4.878  0.1218
157 H -3.475 -0.078 -6.688  0.0916
158 O -2.554 -0.083 6.340  -0.0526
159 C -2.773 -0.869 7.428  -0.2745
160 C -3.186 -2.275 7.047  -0.2618
161 O -2.093 -2.910 6.460  -0.0595
162 H -1.909 -0.540 5.818  0.0564
163 H -1.879 -0.944 8.063  0.1278
164 H -3.542 -0.382 8.048  0.1326
165 H -4.149 -2.381 6.507  0.1255
166 H -3.368 -2.759 8.001  0.1117
167 H -2.228 -2.993 5.498  0.0626
168 O -0.113 -2.415 -4.878  -0.1128
169 C 0.811 -1.535 -5.549  -0.1920
170 C -0.090 -0.619 -6.397  -0.2674
171 O -0.797 -1.329 -7.343  -0.0391
172 H 0.318 -2.951 -4.189  0.0317
173 H 1.366 -0.965 -4.776  0.0890
174 H 1.532 -2.099 -6.165  0.1257
175 H 0.593 0.095 -6.862  0.1146
176 H -0.783 -0.115 -5.705  0.1037
177 H -1.736 -1.326 -7.128  0.0556
178 O -3.056 2.944 6.031  -0.0654
179 C -2.399 3.626 5.034  -0.2759
180 C -2.360 2.795 3.770  -0.2153
181 O -3.707 2.440 3.367  -0.0811
182 H -3.072 1.986 5.784  0.0726
183 H -2.922 4.562 4.846  0.1216
184 H -1.367 3.884 5.396  0.1297
185 H -1.700 1.877 3.844  0.0975
186 H -1.952 3.409 2.924  0.1056
187 H -4.262 2.345 4.151  0.0805